No. 1
{"formula": "C6H12O", "method": "wB97M-V/def2-TZVPD", "species": ["H", "H", "H", "C", "C", "H", "C", "H", "C", "H", "H", "H", "H", "C", "H", "C", "H", "O", "H"], "coordinates": [[2.8183, -1.4146, 1.8969], [-0.9921, -0.3870, 1.9867], [2.5357, -2.4667, 0.8404], [-0.5137, -0.1271, -0.5764], [-0.1617, 1.2937, -2.5308], [0.3043, 0.6930, 2.6527], [-0.1033, 0.8441, 0.4984], [-1.1825, 1.3951, 2.0269], [-0.6557, 0.1135, -1.9775], [0.5022, 1.9522, -1.9468], [-0.6756, 1.8844, 0.2352], [-0.7670, -0.8298, -2.6530], [-0.9731, -2.2499, -0.6697], [-1.1199, -1.2503, -0.2317], [-0.5697, 1.6721, -3.4623], [-0.5402, 0.5924, 1.9341], [0.9741, 1.1585, 0.4886], [3.1326, -1.8086, 1.1312], [-2.0126, -1.0649, 0.3572]], "forces_ev_per_a": [[-1.135, 0.932, 2.153], [-0.284, -0.021, 0.604], [-1.073, -0.890, -0.220], [1.051, 0.271, 0.221], [-1.288, -1.193, 0.913], [-0.654, -0.193, -0.472], [-1.046, 4.000, -1.457], [-1.806, 1.041, 1.478], [4.447, 0.590, -3.220], [-0.906, -0.107, -0.112], [1.549, -2.030, 0.137], [-0.919, 2.092, 1.258], [-0.844, 0.908, -0.857], [-1.666, -2.208, 1.225], [0.610, -0.249, -0.275], [1.926, -1.146, -0.423], [-0.800, -0.752, -0.652], [2.182, -0.018, -1.936], [0.655, -1.028, 1.634]], "e_homo_ev": -7.70, "de_lowest_kj_mol": 469.6, "smiles": "C=CC(=C)CC.O", "e_lumo_ev": 0.144, "max_force_ev_per_a": 5.52}

No. 2
{"formula": "C6H12O", "method": "wB97M-V/def2-TZVPD", "species": ["H", "H", "H", "C", "C", "C", "C", "H", "H", "H", "H", "O", "H", "H", "H", "C", "H", "C", "H"], "coordinates": [[-1.6548, -1.0392, 0.9980], [-0.0039, 2.3775, 0.7742], [-1.3703, 1.6293, -0.0945], [0.7116, 0.1172, -0.8158], [0.1474, 0.2467, 0.5652], [-0.6694, 1.5086, 0.7366], [-0.7488, -0.5674, -1.5873], [0.9444, 0.5339, 2.6281], [-1.2436, 1.4762, 1.6700], [1.0595, 1.0847, -1.2564], [-0.2576, -1.2040, -2.3068], [1.7580, -0.8130, -0.8901], [-0.1539, -1.9138, 0.3742], [1.7299, -0.8358, 1.6743], [2.3289, -0.5878, -1.6343], [0.9010, -0.1382, 1.7535], [-1.6614, -1.1934, -1.3025], [-0.6018, -0.9901, 0.7284], [-1.2151, 0.3088, -2.0149]], "forces_ev_per_a": [[0.371, 0.230, 0.541], [-0.120, -0.046, -0.031], [0.051, 0.072, 0.106], [-1.819, -0.552, -1.077], [-0.088, 0.286, -0.588], [-0.071, 0.158, -0.072], [1.300, 1.000, -1.241], [-0.578, -0.645, -0.364], [0.122, -0.045, -0.153], [-0.680, -0.611, -0.114], [-0.054, 0.104, -0.878], [0.064, -0.001, -0.051], [0.040, 0.284, 0.126], [-0.216, 0.129, -0.204], [-0.215, -0.099, 0.162], [-0.868, -0.958, 0.118], [1.636, 0.820, 0.939], [1.109, -0.283, 3.602], [0.014, 0.160, -0.821]], "e_homo_ev": -7.77, "de_lowest_kj_mol": 475.2, "e_lumo_ev": 0.832, "max_force_ev_per_a": 3.78}

No. 3
{"formula": "C6H12O", "method": "wB97M-V/def2-TZVPD", "species": ["H", "H", "H", "H", "H", "H", "H", "C", "C", "C", "C", "H", "H", "O", "H", "C", "H", "C", "H"], "coordinates": [[-1.7144, 2.1387, -0.0722], [1.7396, -0.6075, -1.1746], [-2.0287, 0.0417, 1.3410], [2.0474, 0.6264, 0.0177], [-0.5425, -1.1135, -1.0451], [0.8327, 1.5232, -1.3974], [-0.2491, 1.5343, 0.7376], [0.6615, -0.9249, 0.6070], [-0.6723, -1.1292, 0.0566], [1.8730, -0.4560, -0.0958], [-1.6791, 0.0266, 0.2996], [-2.5498, -0.1587, -0.3442], [2.7695, -0.9730, 0.2863], [0.7987, -1.3255, 1.8772], [-1.0882, -2.0621, 0.4657], [-0.2123, 1.2228, -1.3721], [-0.7533, 1.5708, -2.2560], [-0.9597, 1.3330, -0.0820], [1.7270, -1.2671, 2.1506]], "forces_ev_per_a": [[0.330, -0.069, -0.238], [0.285, -0.115, 0.182], [0.116, 0.106, -0.211], [0.148, -0.108, 0.135], [-0.200, -0.555, 0.349], [-0.160, -0.297, 0.019], [-0.179, 0.060, -0.250], [0.456, 0.102, -0.667], [-0.481, 0.265, -0.455], [-0.081, 0.124, -0.187], [0.182, -0.309, -0.110], [0.080, 0.131, 0.125], [-0.127, 0.015, -0.245], [0.423, -0.311, 1.581], [0.042, 0.031, -0.373], [-0.408, 1.645, -0.349], [0.053, -0.494, 0.009], [-0.151, -0.199, 0.757], [-0.329, -0.023, -0.072]], "e_homo_ev": [-8.24, -6.09], "de_lowest_kj_mol": 390.6, "e_lumo_ev": [0.827, 0.371], "max_force_ev_per_a": 1.73}

No. 4
{"formula": "C6H12O", "method": "wB97M-V/def2-TZVPD", "species": ["H", "H", "H", "C", "H", "H", "H", "C", "H", "H", "C", "C", "H", "C", "O", "H", "H", "H", "C"], "coordinates": [[0.9564, 2.6974, 0.3763], [0.4646, 0.8411, -2.0491], [-1.0671, 0.0286, 0.9966], [-0.3040, -0.5251, 0.4207], [-1.4204, -0.2228, -1.4124], [-0.3541, -1.6429, -1.4586], [1.7070, 0.3427, 0.7592], [1.0795, 1.1225, -1.2019], [0.7424, -2.4087, 0.8370], [0.7241, -1.2630, 2.1912], [-1.0220, -1.0522, -0.8203], [0.4084, 1.8967, -0.1189], [2.1049, 1.3821, -1.4493], [0.1375, -1.6543, 1.3523], [-0.9598, 2.1367, -0.2699], [-1.4136, 1.6952, 0.4672], [-1.8637, -1.6884, -0.5239], [-0.7444, -2.1532, 1.7696], [0.8244, 0.4675, 0.1340]], "forces_ev_per_a": [[-0.094, -0.095, -0.100], [0.021, 0.020, 0.105], [0.101, -0.146, -0.008], [-0.087, 0.049, 0.040], [0.034, -0.165, 0.043], [-0.039, 0.091, 0.130], [-0.169, 0.010, -0.073], [0.036, -0.019, -0.178], [-0.041, 0.141, 0.006], [-0.083, -0.065, -0.109], [-0.031, -0.003, -0.034], [0.291, 0.052, 0.072], [-0.155, -0.086, 0.050], [0.041, -0.057, 0.040], [-0.154, -0.030, 0.241], [0.076, 0.326, -0.300], [0.123, 0.052, -0.058], [0.161, -0.018, -0.086], [-0.031, -0.056, 0.220]], "e_homo_ev": -9.91, "de_lowest_kj_mol": 128.1, "smiles": "CC(C)[C@H]1C[C@H]1O", "e_lumo_ev": 1.006, "max_force_ev_per_a": 0.45}

No. 5
{"formula": "C6H12O", "method": "wB97M-V/def2-TZVPD", "species": ["C", "H", "H", "H", "H", "H", "O", "C", "H", "C", "C", "H", "H", "C", "H", "H", "C", "H", "H"], "coordinates": [[0.8149, -0.2368, -1.6836], [-1.1488, -0.1489, 1.2118], [0.1040, 0.2282, -2.3807], [-0.2027, -2.4982, 0.7435], [0.3257, 1.7270, 3.1682], [1.1622, -0.3268, 0.3939], [0.0499, 2.0049, 2.2683], [-0.9268, -0.4822, 0.1861], [-0.4741, 2.1812, -0.1106], [-0.9903, -2.0158, 0.1437], [1.0229, 1.5911, 1.4508], [0.8975, -1.3238, -1.8594], [-1.9523, -2.3488, 0.5454], [0.4061, 0.1200, -0.2589], [-0.9320, -2.4089, -0.8792], [1.8168, 0.1764, -1.8391], [0.5020, 1.6626, 0.0214], [-1.7185, -0.0730, -0.4540], [1.2738, 2.0894, -0.6539]], "forces_ev_per_a": [[0.057, 0.174, 0.023], [0.037, -0.033, -0.269], [0.267, -0.263, -0.116], [-0.141, 0.264, -0.183], [-0.161, 0.575, -0.549], [0.113, -0.115, 0.025], [0.624, -0.924, 0.155], [-0.143, 0.067, -0.028], [0.549, -0.263, 0.107], [-0.075, -0.025, -0.039], [-0.710, 0.846, -0.191], [-0.286, 0.471, 0.101], [0.109, 0.005, -0.009], [0.162, -0.338, 0.217], [0.089, 0.133, 0.199], [-0.172, 0.001, -0.277], [0.157, -0.354, 0.244], [-0.043, -0.039, 0.094], [-0.435, -0.182, 0.495]], "e_homo_ev": -8.54, "de_lowest_kj_mol": 272.1, "e_lumo_ev": 0.920, "max_force_ev_per_a": 1.13}

No. 6
{"formula": "C6H12O", "method": "wB97M-V/def2-TZVPD", "species": ["H", "H", "H", "H", "C", "C", "C", "H", "H", "C", "H", "H", "H", "O", "H", "H", "C", "C", "H"], "coordinates": [[0.2893, -0.9359, 0.5566], [-0.1611, 1.6827, 0.9691], [-2.8790, -0.1333, 0.7318], [0.7402, 1.6814, -1.0229], [2.2931, -0.2383, 0.1720], [0.2249, 1.0490, -0.2878], [-1.4195, 1.4637, 0.7905], [-3.2798, 1.2946, 1.7402], [2.8296, 0.3889, -0.5524], [-2.4797, 0.6081, 1.4300], [-2.1347, 0.1136, 2.3457], [2.4274, 0.2068, 1.1635], [-0.3855, -1.1453, -1.8480], [-1.1803, 1.1279, -0.5095], [2.7749, -1.2228, 0.1690], [1.1111, -2.0604, -1.5424], [0.8124, -0.3460, -0.2106], [0.6672, -1.0576, -1.5628], [1.1784, -0.4807, -2.3449]], "forces_ev_per_a": [[0.025, 0.122, -0.098], [0.143, -0.019, 0.039], [0.040, 0.006, 0.121], [0.039, 0.008, 0.204], [0.039, 0.016, 0.033], [0.110, -0.140, -0.141], [-0.252, -0.070, 0.039], [0.140, -0.114, -0.017], [-0.100, -0.087, 0.105], [0.053, -0.059, -0.047], [0.098, 0.133, -0.164], [-0.053, -0.052, -0.135], [0.136, -0.009, 0.036], [-0.088, 0.091, -0.125], [-0.122, 0.141, 0.004], [-0.076, 0.143, 0.040], [-0.028, -0.012, 0.053], [-0.037, -0.008, -0.058], [-0.068, -0.089, 0.112]], "e_homo_ev": [-7.45, -7.45], "de_lowest_kj_mol": 494.2, "e_lumo_ev": [0.542, 0.548], "max_force_ev_per_a": 0.26}